Record 1
Entry from the OMol25 dataset: a cluster of 5 separate species, C55H60ClF5N3O6PS3Si in total (the ωB97M-V functional and the def2-TZVPD basis).

Last column: Mulliken charge in e.
Atoms and positions in Å:
1 C 3.733 -2.215 4.923  -1.188
2 C 4.439 -0.947 5.357  0.602
3 Cl 5.643 -1.386 6.633  -0.216
4 C 5.135 -0.138 4.239  -2.240
5 C 5.132 -0.795 2.878  0.064
6 C 6.149 -1.657 2.445  0.519
7 C 7.296 -1.976 3.373  -1.132
8 C 8.679 -1.558 2.857  0.156
9 C 9.787 -2.523 2.793  -0.721
10 O 9.690 -1.551 3.848  -0.509
11 C 6.018 -2.213 1.167  0.965
12 S 7.169 -3.341 0.444  1.301
13 O 8.415 -2.709 0.178  -0.595
14 O 6.524 -4.136 -0.539  -0.624
15 F 7.404 -4.278 1.682  -0.266
16 C 4.946 -1.949 0.334  -1.124
17 C 3.967 -1.088 0.768  -1.119
18 C 4.052 -0.532 2.034  0.614
19 S 2.702 0.482 2.557  -0.459
20 C 1.382 -0.451 1.822  0.289
21 C 0.166 -0.623 2.484  0.205
22 C -0.008 -0.004 3.849  -1.575
23 C -0.482 1.458 3.849  -0.827
24 C -1.412 1.787 4.993  0.227
25 N -1.249 3.116 5.524  -0.582
26 O -2.248 1.017 5.402  -0.552
27 C -0.826 -1.387 1.859  0.796
28 C -2.112 -1.604 2.625  -1.115
29 C -3.052 -0.391 2.719  0.364
30 O -4.207 -0.502 1.897  -0.636
31 Si -5.665 -0.818 2.647  0.558
32 C -5.468 -1.911 4.145  -0.895
33 C -6.455 0.821 3.061  -1.084
34 C -6.723 -1.730 1.411  -1.177
35 C -0.586 -1.995 0.607  0.504
36 P -1.705 -3.185 -0.251  0.296
37 C -3.369 -2.439 -0.350  -0.815
38 C -1.908 -4.555 0.947  -1.186
39 C 0.635 -1.774 -0.052  -0.259
40 C 0.984 -2.341 -1.416  -0.738
41 C 1.640 -3.685 -1.210  0.071
42 O 2.820 -3.894 -1.352  -0.423
43 C 1.607 -1.002 0.573  -0.743
44 N 2.860 -0.799 -0.082  1.662
45 N 2.925 0.552 -0.606  -0.745
46 C 3.772 0.819 -1.436  0.534
47 S 4.859 1.163 -2.494  -0.380
48 H 2.969 -1.998 4.175  0.077
49 H 4.443 -2.948 4.545  0.293
50 H 3.235 -2.659 5.783  0.465
51 H 3.735 -0.300 5.873  0.338
52 H 6.147 0.112 4.540  0.832
53 H 4.615 0.814 4.156  0.605
54 H 7.161 -1.451 4.310  0.138
55 H 7.308 -3.046 3.578  0.566
56 H 8.680 -0.746 2.127  0.557
57 H 10.600 -2.346 2.104  0.294
58 H 9.543 -3.529 3.114  0.282
59 H 4.860 -2.426 -0.631  0.590
60 H 0.962 -0.014 4.346  0.681
61 H -0.670 -0.608 4.465  0.541
62 H 0.359 2.148 3.905  0.461
63 H -1.018 1.707 2.930  0.565
64 H -2.185 3.490 5.657  0.337
65 H -0.875 3.024 6.466  0.300
66 H -2.661 -2.434 2.195  -0.396
67 H -1.836 -1.893 3.639  0.878
68 H -3.337 -0.243 3.762  0.002
69 H -2.521 0.511 2.408  0.089
70 H -5.303 -1.369 5.075  0.241
71 H -4.687 -2.663 4.019  0.314
72 H -6.409 -2.451 4.258  0.368
73 H -5.896 1.334 3.848  0.314
74 H -7.490 0.737 3.388  0.339
75 H -6.389 1.453 2.174  0.296
76 H -6.299 -2.725 1.253  0.312
77 H -6.777 -1.227 0.447  0.334
78 H -7.725 -1.886 1.812  0.343
79 H -3.318 -1.354 -0.326  0.268
80 H -4.009 -2.753 0.473  -0.032
81 H -3.830 -2.767 -1.279  0.576
82 H -2.479 -5.333 0.439  0.430
83 H -0.925 -4.970 1.165  0.332
84 H -2.416 -4.312 1.880  0.318
85 H 0.091 -2.462 -2.019  0.692
86 H 1.718 -1.697 -1.889  -0.037
87 H 0.958 -4.494 -0.882  0.275
88 F 0.881 -1.417 -4.462  -0.228
89 C 1.822 -1.245 -5.417  0.272
90 C 3.145 -1.459 -5.090  -0.251
91 C 4.108 -1.282 -6.074  -0.514
92 C 3.739 -0.892 -7.354  -0.607
93 C 2.399 -0.682 -7.655  -0.387
94 C 1.426 -0.861 -6.682  -0.663
95 H 3.409 -1.755 -4.083  0.706
96 H 5.150 -1.448 -5.835  0.391
97 H 4.492 -0.749 -8.116  0.411
98 H 2.111 -0.373 -8.650  0.418
99 H 0.376 -0.707 -6.894  0.434
100 F -8.364 -2.596 5.730  -0.275
101 C -8.773 -1.716 6.670  0.510
102 C -7.871 -0.798 7.167  -0.200
103 C -8.307 0.103 8.128  -0.431
104 C -9.620 0.072 8.577  -0.559
105 C -10.505 -0.864 8.060  -0.357
106 C -10.085 -1.769 7.095  -0.559
107 H -6.851 -0.794 6.809  0.378
108 H -7.615 0.832 8.528  0.368
109 H -9.953 0.776 9.327  0.377
110 H -11.528 -0.894 8.408  0.357
111 H -10.757 -2.504 6.675  0.423
112 F 3.713 1.592 -9.620  -0.308
113 C 2.880 2.655 -9.661  0.257
114 C 2.543 3.192 -10.886  -0.584
115 C 1.682 4.280 -10.914  -0.420
116 C 1.181 4.810 -9.733  -0.112
117 C 1.539 4.249 -8.516  -0.399
118 C 2.395 3.158 -8.470  -0.286
119 H 2.950 2.764 -11.792  0.423
120 H 1.403 4.714 -11.865  0.360
121 H 0.513 5.659 -9.760  0.202
122 H 1.152 4.664 -7.595  0.368
123 H 2.685 2.698 -7.535  0.494
124 F 0.248 7.697 -8.377  -0.345
125 C -1.084 7.639 -8.167  0.432
126 C -1.553 7.613 -6.869  -0.540
127 C -2.923 7.553 -6.662  -0.287
128 C -3.796 7.516 -7.740  -0.514
129 C -3.297 7.540 -9.035  -0.375
130 C -1.929 7.605 -9.258  -0.285
131 H -0.853 7.639 -6.045  0.423
132 H -3.308 7.536 -5.651  0.351
133 H -4.863 7.467 -7.571  0.379
134 H -3.974 7.509 -9.878  0.347
135 H -1.518 7.630 -10.259  0.429

Output
* LUMO level: -0.3 eV
* E_HOMO: -8.434 eV
* SMILES string: C[C@@H](Cl)Cc1c(C[C@@H]2CO2)c(S(=O)(=O)F)cc2c1Sc1c(CCC(N)=O)c(CCO[Si](C)(C)C)c(P(C)C)c(CC=O)c1N2N=C=S.Fc1ccccc1.Fc1ccccc1.Fc1ccccc1.Fc1ccccc1
* orbital gap: 8.16 eV



Record 2
Entry from the OMol25 dataset: a structure of composition C55H62N10O2PSbSe2TeV (the ωB97M-V functional and the def2-TZVPD basis).

Last column: Löwdin spin population.
Atoms and positions in Å:
1 V 0.191 -1.250 0.557  1.436
2 C 2.307 -7.583 0.543  0.001
3 C 2.290 -6.086 0.680  0.001
4 C 3.125 -5.428 1.556  -0.016
5 C 3.096 -4.032 1.708  0.001
6 C 4.013 -3.424 2.691  0.001
7 O 4.582 -4.096 3.543  0.003
8 C 4.264 -1.947 2.628  0.000
9 C 4.026 -1.161 3.745  0.000
10 C 4.232 0.208 3.683  0.000
11 C 4.716 0.786 2.521  0.000
12 C 4.986 -0.005 1.411  0.000
13 C 4.746 -1.367 1.459  0.000
14 C 2.158 -3.278 0.982  -0.010
15 O 1.921 -2.011 1.176  -0.006
16 C 1.324 -3.946 0.040  -0.012
17 C 1.398 -5.314 -0.085  -0.019
18 C 0.379 -3.074 -0.692  -0.136
19 N 0.795 -1.943 -1.336  -0.092
20 C 2.190 -1.776 -1.638  -0.009
21 C 2.397 -1.640 -3.128  -0.007
22 Te 1.688 -3.326 -4.227  0.001
23 C 3.396 -4.467 -3.744  0.000
24 C 4.647 -4.112 -4.244  0.000
25 C 5.785 -4.796 -3.850  0.000
26 C 5.686 -5.853 -2.956  0.000
27 C 4.446 -6.220 -2.462  0.000
28 C 3.306 -5.530 -2.851  0.000
29 C -1.008 -3.489 -0.828  0.006
30 C -1.988 -2.484 -1.376  0.006
31 C -3.012 -3.155 -2.240  -0.002
32 C -3.625 -4.161 -1.633  -0.002
33 C -3.143 -4.352 -0.222  -0.012
34 C -1.649 -4.504 -0.208  -0.115
35 H 3.005 -8.027 1.254  0.000
36 H 2.606 -7.906 -0.458  0.000
37 H 1.320 -8.014 0.732  0.000
38 H 3.829 -5.977 2.169  -0.001
39 H 3.625 -1.616 4.642  0.000
40 H 3.980 0.827 4.534  0.000
41 H 4.854 1.859 2.467  0.000
42 H 5.341 0.448 0.493  0.000
43 H 4.897 -1.983 0.580  0.000
44 H 0.739 -5.806 -0.794  0.000
45 H 2.818 -2.603 -1.274  0.001
46 H 2.573 -0.859 -1.164  -0.003
47 H 3.455 -1.552 -3.377  -0.001
48 H 1.877 -0.776 -3.539  0.000
49 H 4.729 -3.289 -4.943  0.000
50 H 6.752 -4.499 -4.237  0.000
51 H 6.576 -6.379 -2.634  0.000
52 H 4.364 -7.026 -1.743  0.000
53 H 2.346 -5.794 -2.428  0.000
54 H -1.496 -1.636 -1.853  0.002
55 H -3.211 -2.811 -3.241  0.000
56 H -4.409 -4.766 -2.068  0.000
57 H -3.664 -5.133 0.329  0.000
58 H -1.172 -5.222 0.444  -0.007
59 Se -0.031 0.965 -0.481  -0.021
60 P -2.086 2.120 -2.940  0.001
61 Se -0.340 0.732 -2.831  0.010
62 C -3.361 1.109 -3.818  0.000
63 C -4.571 0.957 -3.144  0.000
64 C -5.611 0.220 -3.696  0.000
65 C -5.456 -0.371 -4.938  0.000
66 C -4.245 -0.251 -5.611  0.000
67 C -3.207 0.473 -5.052  0.000
68 C -1.580 3.326 -4.248  0.000
69 C -1.007 3.022 -5.483  0.000
70 C -0.639 4.024 -6.364  0.000
71 C -0.823 5.358 -6.022  0.000
72 C -1.370 5.680 -4.792  0.000
73 C -1.746 4.669 -3.916  0.000
74 H -4.693 1.408 -2.168  0.000
75 H -6.532 0.095 -3.141  0.000
76 H -6.262 -0.953 -5.369  0.000
77 H -4.103 -0.738 -6.569  0.000
78 H -2.264 0.522 -5.580  0.000
79 H -0.805 1.994 -5.753  0.000
80 H -0.194 3.763 -7.317  0.000
81 H -0.526 6.141 -6.710  0.000
82 H -1.501 6.716 -4.504  0.000
83 H -2.171 4.922 -2.953  0.000
84 N -1.371 -2.165 3.082  0.008
85 C -2.100 -2.289 1.909  0.001
86 N -3.089 -3.109 1.826  -0.011
87 N -3.525 -3.045 0.465  -0.014
88 N -2.733 -1.943 -0.170  0.009
89 N -1.757 -1.560 0.826  -0.011
90 C -0.488 -1.138 3.368  0.008
91 N -0.126 -0.797 4.591  0.001
92 N 0.762 0.200 4.381  0.007
93 N 0.914 0.426 3.125  0.002
94 N 0.109 -0.406 2.432  0.003
95 H -1.779 -2.621 3.881  0.000
96 C -2.378 4.510 0.007  0.000
97 C -1.276 5.009 0.943  0.000
98 C -0.012 5.203 0.104  0.000
99 C -1.713 6.358 1.508  0.000
100 Sb -0.754 3.319 2.288  0.000
101 C -2.699 2.819 3.205  0.000
102 C -2.454 1.884 4.387  0.000
103 C -3.539 4.005 3.657  0.000
104 C -3.449 1.993 2.153  0.000
105 C 0.466 4.302 3.865  0.000
106 C 0.353 5.814 3.989  0.000
107 C 0.216 3.683 5.235  0.000
108 C 1.893 3.939 3.440  0.000
109 H -2.432 5.180 -0.861  0.000
110 H -3.356 4.528 0.487  0.000
111 H -2.199 3.500 -0.375  0.000
112 H -0.181 5.983 -0.649  0.000
113 H 0.268 4.285 -0.419  -0.001
114 H 0.841 5.512 0.712  0.000
115 H -2.145 6.958 0.697  0.000
116 H -0.883 6.931 1.918  0.000
117 H -2.473 6.270 2.285  0.000
118 H -1.990 2.372 5.241  0.000
119 H -1.832 1.035 4.117  0.000
120 H -3.420 1.485 4.720  0.000
121 H -3.004 4.640 4.366  0.000
122 H -4.450 3.650 4.155  0.000
123 H -3.850 4.627 2.816  0.000
124 H -2.853 1.150 1.794  0.000
125 H -3.754 2.572 1.283  0.000
126 H -4.357 1.580 2.608  0.000
127 H -0.664 6.145 4.202  0.000
128 H 0.694 6.325 3.088  0.000
129 H 0.993 6.153 4.813  0.000
130 H -0.757 3.969 5.641  0.000
131 H 0.979 4.059 5.929  0.000
132 H 0.291 2.597 5.226  0.000
133 H 2.147 4.347 2.458  0.000
134 H 2.033 2.859 3.391  0.000
135 H 2.608 4.351 4.164  0.000

Output
* charge: -2
* expectation value of S²: 1.099
* LUMO level (alpha / beta): 3.5 / 3.5 eV
* E_HOMO (alpha / beta): -1.932 / -1.621 eV
* spin multiplicity: 2
* orbital gap (alpha / beta): 5.42 / 5.11 eV



Record 3
Entry from the OMol25 dataset: a structure of composition C55H64As3BiBrN2O5 (the ωB97M-V functional and the def2-TZVPD basis).

Last column: Mulliken charge in e.
Atoms and positions in Å:
1 Bi -0.751 0.046 -0.322  1.642
2 Br -3.444 7.756 -0.129  -0.161
3 C -3.237 5.955 -0.651  -0.047
4 C -3.457 5.595 -1.972  -0.837
5 C -3.295 4.272 -2.355  -0.124
6 C -2.912 3.314 -1.420  -0.809
7 C -2.677 3.693 -0.103  0.261
8 C -2.851 5.010 0.288  -0.837
9 N -2.699 1.964 -1.774  0.354
10 C -3.510 1.403 -2.567  -0.830
11 C -3.318 0.006 -2.998  0.611
12 C -4.298 -0.612 -3.761  -1.161
13 C -4.108 -1.925 -4.165  -0.749
14 C -2.939 -2.566 -3.798  -1.155
15 C -2.019 -1.870 -3.026  -0.118
16 N -2.193 -0.616 -2.626  0.576
17 H -3.742 6.344 -2.697  0.416
18 H -3.432 3.993 -3.392  0.551
19 H -2.362 2.946 0.616  0.668
20 H -2.682 5.305 1.315  0.513
21 H -4.395 1.914 -2.957  0.610
22 H -5.194 -0.068 -4.027  0.507
23 H -4.860 -2.435 -4.752  0.462
24 H -2.739 -3.588 -4.085  0.512
25 H -1.110 -2.353 -2.695  0.087
26 C -3.034 -1.286 4.762  -1.509
27 C -1.703 -1.949 4.445  1.531
28 C -1.169 -2.770 5.594  -1.765
29 O -1.791 -2.773 3.304  -0.320
30 C -1.634 -1.938 2.182  -0.981
31 C -0.637 -0.830 2.689  0.100
32 O -0.735 -0.955 4.091  -0.150
33 C 0.843 -0.673 2.248  1.662
34 O 0.879 -0.634 0.833  -0.346
35 C 1.802 -1.759 2.740  -0.189
36 C 2.554 -2.487 1.829  0.838
37 C 3.519 -3.387 2.261  -0.398
38 C 3.732 -3.584 3.615  -0.846
39 C 2.985 -2.858 4.534  -0.976
40 C 2.043 -1.938 4.102  -0.422
41 C 1.401 0.664 2.776  0.528
42 C 2.666 1.037 2.318  -0.122
43 C 3.274 2.198 2.759  -0.465
44 C 2.625 3.021 3.674  -0.947
45 C 1.372 2.662 4.136  -0.932
46 C 0.762 1.490 3.693  -0.481
47 C -1.531 -2.776 0.885  1.741
48 O -1.483 -1.897 -0.226  -0.234
49 C -2.891 -3.507 0.779  0.254
50 C -3.940 -2.912 0.084  0.093
51 C -5.181 -3.529 0.008  -1.609
52 C -5.392 -4.750 0.629  -0.645
53 C -4.351 -5.348 1.324  -1.084
54 C -3.111 -4.732 1.398  -0.212
55 C -0.424 -3.823 0.795  0.316
56 C 0.158 -4.446 1.894  0.302
57 C 1.057 -5.490 1.720  -1.028
58 C 1.401 -5.924 0.451  -0.949
59 C 0.820 -5.314 -0.653  -0.814
60 C -0.091 -4.286 -0.475  -0.873
61 H -3.770 -2.041 5.037  0.411
62 H -3.414 -0.728 3.906  0.104
63 H -2.909 -0.592 5.593  0.395
64 H -1.865 -3.576 5.820  0.367
65 H -1.056 -2.147 6.480  0.412
66 H -0.202 -3.191 5.324  0.370
67 H -2.573 -1.389 2.020  -0.524
68 H -1.096 0.139 2.401  -0.076
69 H 2.359 -2.362 0.775  -0.712
70 H 4.090 -3.949 1.532  0.484
71 H 4.480 -4.288 3.955  0.424
72 H 3.156 -2.989 5.595  0.467
73 H 1.505 -1.342 4.825  0.660
74 H 3.187 0.376 1.636  0.325
75 H 4.265 2.458 2.405  0.489
76 H 3.102 3.924 4.030  0.424
77 H 0.860 3.287 4.856  0.480
78 H -0.202 1.221 4.101  0.451
79 H -3.776 -1.966 -0.416  0.571
80 H -5.985 -3.053 -0.540  0.474
81 H -6.358 -5.235 0.570  0.429
82 H -4.503 -6.303 1.811  0.448
83 H -2.310 -5.214 1.942  0.442
84 H -0.086 -4.125 2.894  0.619
85 H 1.501 -5.954 2.591  0.501
86 H 2.103 -6.737 0.320  0.406
87 H 1.058 -5.658 -1.652  0.477
88 H -0.589 -3.852 -1.333  0.913
89 C 1.868 -2.126 -2.303  -1.378
90 As 1.288 -0.279 -2.219  0.759
91 C 0.839 0.099 -4.065  -1.402
92 C 3.030 0.499 -1.773  -1.549
93 C 3.455 1.965 -1.999  2.612
94 C 4.964 1.976 -1.700  -2.322
95 C 2.794 2.914 -0.994  -1.653
96 As 0.831 3.036 -0.981  1.231
97 C 0.708 3.811 0.805  -0.219
98 C 0.500 4.672 -1.996  -1.250
99 C 3.182 2.394 -3.449  -1.247
100 As 4.390 3.726 -4.300  0.246
101 C 3.851 5.382 -3.395  -0.912
102 C 3.242 3.960 -5.873  -1.167
103 H 2.527 -2.251 -3.162  0.611
104 H 1.026 -2.807 -2.374  0.251
105 H 2.412 -2.352 -1.388  0.316
106 H 1.718 -0.049 -4.690  0.512
107 H 0.477 1.119 -4.168  0.305
108 H 0.057 -0.593 -4.371  0.486
109 H 3.710 -0.141 -2.345  0.737
110 H 3.155 0.228 -0.721  -0.374
111 H 5.159 1.568 -0.706  0.444
112 H 5.359 2.993 -1.726  0.593
113 H 5.520 1.385 -2.431  0.461
114 H 3.189 3.924 -1.123  0.564
115 H 3.051 2.598 0.020  -0.103
116 H 1.453 4.598 0.925  0.622
117 H 0.888 3.036 1.550  -0.479
118 H -0.284 4.234 0.952  0.185
119 H 1.210 5.444 -1.702  0.573
120 H -0.511 5.012 -1.770  0.120
121 H 0.576 4.492 -3.068  0.286
122 H 2.147 2.732 -3.563  -0.051
123 H 3.307 1.531 -4.110  0.809
124 H 4.282 5.437 -2.397  0.248
125 H 2.768 5.481 -3.336  0.147
126 H 4.250 6.214 -3.975  0.489
127 H 3.246 3.048 -6.470  0.340
128 H 3.638 4.768 -6.487  0.413
129 H 2.218 4.201 -5.585  0.291
130 O -5.010 0.780 1.678  -0.252
131 C -4.026 0.633 1.158  0.465

Output
* charge: +1
* LUMO level: -3.1 eV
* E_HOMO: -10.460 eV
* orbital gap: 7.37 eV
* ΔE to the lowest compared entry with this formula, charge and spin: 8.1 kcal/mol